The following is a quantum chemistry calculation of 2 unconnected molecules or ions with the total composition C20H32BN3O3P in a non-equilibrium geometry, from the OMol25 dataset.

Summary:
max |F|	1.59	eV Å⁻¹
total energy	-41827.1293	eV
HOMO-LUMO gap	0.0614	hartree
total charge	+1

```
60
C20H32BN3O3P, DFT ωB97M-V/def2-TZVPD
C -2.088 1.259 -6.343
C -1.024 0.769 -5.276
C -1.728 0.753 -3.866
C -1.351 2.002 -2.979
C -0.026 1.689 -2.197
C 0.031 2.255 -0.750
C 0.554 3.723 -0.625
B 2.062 3.945 -1.145
C 3.216 2.853 -0.931
O 4.224 3.156 -0.288
O 3.029 1.711 -1.489
P 2.457 5.582 -2.084
N 1.023 6.587 -2.201
O 2.794 5.102 -3.680
H -1.583 1.771 -7.184
H -2.795 1.932 -5.820
H -2.678 0.416 -6.753
H -0.752 -0.267 -5.577
H -0.133 1.424 -5.298
H -1.450 -0.213 -3.383
H -2.829 0.702 -4.034
H -2.226 2.219 -2.338
H -1.151 2.816 -3.713
H 0.828 1.980 -2.836
H 0.035 0.573 -2.104
H 0.649 1.561 -0.131
H -0.987 2.222 -0.279
H -0.170 4.455 -1.057
H 0.570 3.960 0.475
H 0.410 6.319 -2.972
H 0.529 6.569 -1.311
H 2.543 4.169 -3.775
C -2.073 -4.002 7.734
N -1.523 -3.688 6.395
C -1.112 -2.435 6.136
C -0.557 -2.115 4.916
C -0.410 -3.095 3.935
C -0.868 -4.377 4.231
C -1.421 -4.651 5.464
C 0.231 -2.802 2.635
C 1.359 -3.509 2.224
C 1.923 -3.260 0.990
N 1.391 -2.342 0.172
C 0.318 -1.627 0.545
C -0.276 -1.837 1.770
C 1.965 -2.103 -1.167
H -2.917 -3.340 7.920
H -1.284 -3.840 8.466
H -2.400 -5.037 7.764
H -1.225 -1.703 6.924
H -0.220 -1.099 4.747
H -0.800 -5.175 3.502
H -1.779 -5.638 5.720
H 1.813 -4.257 2.863
H 2.797 -3.796 0.645
H -0.058 -0.894 -0.161
H -1.152 -1.255 2.031
H 2.231 -1.041 -1.238
H 1.211 -2.363 -1.908
H 2.851 -2.713 -1.311
```


The following is a quantum chemistry calculation of 6 unconnected molecules or ions with the total composition C20H32Br4O12 in a non-equilibrium geometry, from the OMol25 dataset.

Summary:
max |F|	1.62	eV Å⁻¹
total energy	-325999.9259	eV
HOMO-LUMO gap	0.3724	hartree
SMILES	C[C@H]1COC(=O)O1.C[C@H]1COC(=O)O1.C[C@H]1COC(=O)O1.C[C@H]1COC(=O)O1.BrCCBr.BrCCBr

```
68
C20H32Br4O12, DFT ωB97M-V/def2-TZVPD
C -9.503 -26.522 -4.378
C -10.604 -27.514 -4.780
C -10.301 -28.946 -4.394
O -11.431 -29.405 -3.663
C -12.264 -28.363 -3.445
O -13.282 -28.420 -2.833
O -11.762 -27.229 -3.967
H -9.634 -25.607 -4.951
H -8.560 -26.985 -4.683
H -9.494 -26.355 -3.307
H -10.860 -27.486 -5.840
H -9.422 -29.040 -3.745
H -10.033 -29.593 -5.233
C -3.515 -35.270 -6.959
C -3.881 -33.862 -6.542
C -5.320 -33.802 -5.953
O -5.158 -33.070 -4.753
C -3.858 -32.978 -4.449
O -3.418 -32.586 -3.407
O -3.088 -33.450 -5.436
H -4.128 -35.570 -7.815
H -3.746 -36.041 -6.222
H -2.462 -35.374 -7.219
H -3.808 -33.178 -7.387
H -5.775 -34.784 -5.812
H -5.987 -33.340 -6.685
C -5.152 -26.528 -4.219
C -4.585 -25.672 -5.338
C -5.215 -25.919 -6.721
O -5.644 -24.638 -7.137
C -5.518 -23.746 -6.137
O -5.885 -22.621 -6.180
O -4.916 -24.309 -5.076
H -4.782 -27.557 -4.241
H -6.239 -26.620 -4.266
H -4.862 -26.114 -3.254
H -3.506 -25.809 -5.396
H -6.027 -26.652 -6.719
H -4.498 -26.301 -7.451
C -8.189 -24.592 2.337
C -7.743 -25.933 1.814
C -6.455 -25.870 0.966
O -5.674 -26.963 1.445
C -6.149 -27.339 2.641
O -5.601 -28.104 3.359
O -7.316 -26.748 2.909
H -8.844 -24.037 1.666
H -7.362 -23.938 2.619
H -8.740 -24.730 3.271
H -8.486 -26.401 1.167
H -5.906 -24.945 1.180
H -6.520 -25.904 -0.119
Br -2.497 -29.770 -0.905
C -4.272 -29.991 -1.703
C -5.196 -28.856 -1.346
Br -6.965 -29.200 -2.121
H -4.689 -30.933 -1.363
H -4.076 -30.068 -2.768
H -4.836 -27.896 -1.702
H -5.401 -28.850 -0.281
Br 0.207 -29.441 -5.819
C -0.826 -27.956 -5.035
C -0.558 -27.825 -3.559
Br -1.615 -26.285 -2.878
H -1.870 -28.089 -5.303
H -0.480 -27.099 -5.610
H 0.480 -27.668 -3.299
H -0.992 -28.687 -3.060
```


The following is a quantum chemistry calculation of 3 unconnected molecules or ions with the total composition C20H32BrF4N2O11P in a non-equilibrium geometry, from the OMol25 dataset.

Summary:
max |F|	6.75	eV Å⁻¹
total energy	-136952.5537	eV
HOMO-LUMO gap	0.3036	hartree
SMILES	C#CC[C@H]([C@@H](O[C@@](F)(CCN)C[C@@H](C)Br)P(O)O)N(CCF)COO.O=C1OC[C@@H](F)O1.O=C1OC[C@@H](F)O1

```
71
C20H32BrF4N2O11P, DFT ωB97M-V/def2-TZVPD
C 0.433 -3.908 -1.065
C 0.905 -2.671 -0.986
C 0.958 -1.062 -0.795
C 1.088 -0.242 -2.178
C 1.525 1.325 -1.937
O 1.052 1.711 -0.614
C 0.289 2.935 -0.627
F -0.847 2.939 -1.538
C -0.357 3.067 0.880
C 0.450 2.112 1.945
N -0.161 2.344 3.327
C 1.155 4.279 -0.858
C 1.201 4.813 -2.383
C 0.166 6.059 -2.647
Br 3.085 5.415 -2.737
P 3.448 1.450 -2.117
O 4.119 2.348 -0.795
O 3.818 2.184 -3.648
N -0.123 -0.247 -3.051
C -1.404 -0.058 -2.301
C -2.298 -1.402 -2.131
F -3.439 -1.076 -1.260
C -0.159 -1.392 -4.005
O 0.926 -1.290 -5.011
O 0.340 -1.088 -6.207
H 0.079 -4.996 -1.263
H 0.120 -0.670 -0.086
H 1.948 -0.864 -0.207
H 1.996 -0.708 -2.748
H 1.075 1.919 -2.812
H -0.416 4.152 1.247
H -1.415 2.579 0.803
H 1.587 2.360 1.938
H 0.275 0.980 1.722
H -0.734 1.490 3.512
H 0.668 2.246 3.961
H 2.257 4.101 -0.522
H 0.793 5.179 -0.210
H 0.949 4.030 -3.183
H 0.467 6.473 -3.696
H -0.872 5.575 -2.768
H 0.228 6.847 -1.814
H 4.935 2.836 -1.059
H 4.680 2.673 -3.606
H -2.055 0.668 -2.945
H -1.291 0.465 -1.278
H -1.751 -2.277 -1.626
H -2.767 -1.754 -3.140
H -1.142 -1.344 -4.634
H -0.144 -2.435 -3.520
H -0.058 -0.181 -6.260
O 0.401 -6.991 -0.357
C 0.792 -6.862 0.774
O 0.839 -7.877 1.685
C 1.476 -7.356 2.839
C 1.236 -5.887 2.703
F 2.258 -5.178 3.237
O 1.234 -5.687 1.305
H 2.539 -7.614 2.815
H 1.036 -7.767 3.750
H 0.286 -5.546 3.125
O -2.215 0.393 3.373
C -2.935 0.164 4.307
O -3.797 1.071 4.849
C -4.550 0.378 5.831
C -3.652 -0.766 6.175
F -4.370 -1.860 6.519
O -2.985 -1.031 4.959
H -5.501 0.053 5.398
H -4.757 1.018 6.691
H -2.919 -0.542 6.956
```


The following is a quantum chemistry calculation of a single C20H32N2OS molecule, from the OMol25 dataset.

Summary:
max |F|	0.69	eV Å⁻¹
total energy	-37123.3573	eV
HOMO-LUMO gap	0.3541	hartree
SMILES	CCCCCCCCCCCCN1C(=O)CS[C@@H]1c1cccnc1

```
56
C20H32N2OS, DFT ωB97M-V/def2-TZVPD
C 7.463 1.211 1.224
C 6.841 1.654 -0.095
C 5.312 1.643 -0.075
C 4.719 0.241 0.043
C 3.197 0.250 -0.078
C 2.610 -1.153 0.051
C 1.091 -1.168 -0.095
C 0.532 -2.584 0.026
C -0.993 -2.648 -0.062
C -1.521 -2.404 -1.476
C -3.047 -2.497 -1.575
C -3.781 -1.188 -1.277
N -3.555 -0.709 0.073
C -4.225 -1.245 1.114
O -5.058 -2.118 1.024
C -3.807 -0.614 2.435
S -2.338 0.384 2.101
C -2.748 0.453 0.301
C -3.450 1.742 -0.018
C -4.834 1.867 0.058
C -5.411 3.096 -0.215
C -4.581 4.154 -0.553
N -3.266 4.045 -0.626
C -2.718 2.876 -0.364
H 7.232 0.170 1.434
H 8.545 1.316 1.184
H 7.089 1.820 2.044
H 7.194 1.004 -0.899
H 7.178 2.669 -0.320
H 4.958 2.257 0.756
H 4.948 2.100 -1.000
H 4.993 -0.196 1.005
H 5.137 -0.394 -0.742
H 2.775 0.892 0.700
H 2.914 0.674 -1.045
H 3.050 -1.798 -0.715
H 2.881 -1.569 1.025
H 0.827 -0.743 -1.067
H 0.647 -0.537 0.680
H 0.966 -3.213 -0.756
H 0.843 -2.995 0.989
H -1.412 -1.925 0.637
H -1.323 -3.639 0.258
H -1.195 -1.429 -1.842
H -1.082 -3.159 -2.132
H -3.414 -3.264 -0.891
H -3.329 -2.792 -2.588
H -4.857 -1.358 -1.394
H -3.469 -0.403 -1.970
H -3.564 -1.386 3.163
H -4.612 0.008 2.832
H -1.797 0.390 -0.237
H -5.450 1.018 0.319
H -6.481 3.226 -0.166
H -4.982 5.133 -0.776
H -1.638 2.833 -0.429
```